Molecular formula: C94H79Cl12N15O30
Method: DFT, ωB97M-V/def2-TZVPD

Geometry as XYZ:
```
230
Properties=species:S:1:pos:R:3:forces:R:3:mulliken_charge:R:1
C 12.115675 18.593015 17.741915 0.33 0.06 -0.53 -0.625
Cl 11.010305 17.976555 18.947795 0.18 0.38 0.31 -0.069
Cl 13.201055 17.291495 17.211925 -0.35 0.01 -0.27 -0.035
Cl 13.178295 19.960905 18.207065 -0.64 -0.17 0.34 0.131
H 11.478375 18.959055 16.936955 0.46 -0.21 -0.09 0.488
C 14.620845 11.309805 22.855305 -0.38 -1.43 -0.93 -0.424
Cl 16.171585 10.455435 22.972105 -0.29 -0.15 0.18 -0.099
Cl 14.066175 11.214295 21.153185 0.17 0.25 0.32 0.010
Cl 14.803185 12.895125 23.452975 0.17 1.42 0.29 0.107
H 13.820895 10.810275 23.401795 0.51 -0.08 0.19 0.430
C 12.334215 14.908775 21.686255 0.65 0.18 0.32 0.765
Cl 12.930345 14.683275 20.051745 0.12 -0.14 -0.24 0.112
Cl 11.645405 13.402275 22.307325 -0.63 0.32 -0.03 -0.098
Cl 11.296755 16.331325 21.742165 -0.20 -0.46 0.38 -0.037
H 13.188245 15.110665 22.332775 -0.14 0.10 -0.20 -0.844
C 16.388515 19.658505 25.298505 1.17 0.09 0.77 1.228
Cl 17.727325 18.412935 25.045025 -1.30 1.08 0.07 -0.072
Cl 17.095585 21.293515 25.494575 -0.02 -0.64 -0.38 -0.090
Cl 15.538865 19.337395 26.834105 0.01 -0.31 -0.45 -0.196
H 15.683525 19.689065 24.467755 0.20 -0.34 0.15 -0.926
C 22.157235 14.133285 21.775905 1.55 -0.54 1.15 -0.294
C 22.236595 13.564375 23.093825 -0.55 0.67 -2.48 -0.960
C 22.810515 12.324205 23.231595 0.18 -0.99 -0.50 -0.298
C 23.380925 11.676745 22.102265 0.23 1.62 0.63 0.064
C 23.514565 12.344595 20.875365 -0.37 -1.67 1.11 -0.776
C 22.849835 13.536815 20.706165 -0.65 0.81 0.53 -0.262
N 24.045955 10.372125 22.276845 -0.96 -0.05 2.57 1.011
O 24.124715 9.969695 23.467665 0.23 0.38 -2.53 -0.605
O 24.383325 9.764945 21.291415 0.35 -0.20 0.09 -0.595
H 21.799665 15.143635 21.642785 -0.42 -0.11 -0.06 0.309
H 21.774295 14.093865 23.913785 0.09 -0.13 0.16 0.624
H 22.774545 11.836405 24.194495 0.25 -0.17 -0.07 0.568
H 24.091675 11.791685 20.148975 -0.07 0.38 -0.46 0.444
H 22.866315 14.059085 19.760985 0.11 0.01 -0.06 0.710
C 11.984165 12.379065 16.954905 1.59 0.90 0.87 -0.603
C 12.571495 13.603415 16.616015 -0.07 -0.16 -0.49 0.130
C 12.703665 14.002845 15.283085 -1.04 -0.09 0.21 0.170
C 12.125725 13.192535 14.273395 0.31 -0.23 2.37 -0.168
C 11.549235 11.984385 14.672465 0.35 -0.72 -1.05 -0.396
C 11.591805 11.516715 15.992505 -0.72 0.24 -1.04 -0.516
N 12.156825 13.611865 12.884565 -0.32 1.05 -1.67 0.917
O 11.351635 13.148245 12.087015 0.28 -0.42 0.95 -0.587
O 12.951225 14.489035 12.548275 -0.10 -0.59 0.89 -0.550
H 12.020995 12.035175 17.978035 -0.17 0.20 0.24 0.478
H 12.964465 14.219465 17.411285 -0.03 0.22 -0.15 -0.148
H 13.066505 15.004445 15.105485 0.32 -0.18 -0.39 0.366
H 11.158005 11.336995 13.901625 -0.07 -0.01 -0.13 0.417
H 11.289835 10.536295 16.330125 -0.32 -0.16 -0.62 0.465
C 21.590345 19.862125 16.198155 -0.13 -0.85 0.11 -1.081
C 20.538405 19.851485 17.105475 -0.38 -0.06 -0.79 -0.455
C 20.521145 19.029765 18.226575 0.98 0.16 -0.22 0.074
C 21.640015 18.225395 18.401065 -0.16 -0.56 0.36 0.077
C 22.696515 18.154225 17.465325 -0.56 0.02 1.49 -0.373
C 22.658185 18.976485 16.368235 0.24 1.12 0.31 -0.573
N 21.654485 17.306555 19.619545 3.35 -0.82 -1.94 1.036
O 20.620005 16.965935 20.103655 -0.93 0.18 0.75 -0.401
O 22.779065 16.817265 19.901315 -2.13 1.11 -0.14 -0.659
H 21.527485 20.485275 15.318305 0.09 0.16 0.03 0.476
H 19.664845 20.424305 16.831335 -0.12 0.28 0.37 0.549
H 19.725155 19.109085 18.952185 -0.04 -0.34 -0.01 0.333
H 23.574525 17.558685 17.667405 -0.15 -0.20 0.08 0.533
H 23.570575 19.080135 15.799735 -0.21 -0.30 -0.53 0.432
C 9.928205 17.715135 27.966145 0.41 0.24 -1.71 -0.512
C 9.172105 17.865285 26.767175 0.57 0.48 0.78 -0.584
C 9.710115 18.437555 25.600515 0.72 -1.76 -0.24 -0.596
C 11.099785 18.645725 25.520785 0.18 0.38 2.14 -0.079
C 11.842885 18.526105 26.712105 -0.12 -0.27 0.14 0.133
C 11.279015 18.046645 27.918475 -0.69 0.95 -1.00 -0.485
N 11.790765 19.233915 24.342245 -0.78 1.67 -1.57 1.251
O 11.125795 19.346075 23.291255 0.90 -0.78 1.76 -0.666
O 12.905145 19.747465 24.461425 -1.10 -1.31 0.39 -0.538
H 9.555005 17.343115 28.908865 -0.51 -0.02 -0.18 0.470
H 8.127775 17.590055 26.770555 -0.08 0.04 -0.06 0.406
H 9.118845 18.407395 24.697245 -0.10 0.50 -0.03 0.434
H 12.883575 18.814655 26.722495 0.06 0.06 -0.20 0.299
H 11.801065 18.097055 28.862575 0.52 -0.25 -0.20 0.381
C 17.897555 22.485085 18.072515 0.75 0.04 0.62 -0.740
C 16.892545 21.575545 18.402415 0.91 0.06 -1.72 -0.451
C 17.014095 20.721885 19.459735 1.04 0.70 1.72 1.186
C 18.125965 20.954605 20.339165 -0.84 -0.95 -1.71 -1.226
C 19.133935 21.875625 20.038165 -0.94 0.26 0.86 -0.317
C 19.003835 22.674815 18.916805 -1.08 -0.06 -0.49 -1.019
N 18.319005 20.078665 21.504745 -0.89 -0.22 0.31 0.782
O 17.626195 19.093905 21.686505 -0.62 -0.07 -1.06 0.154
O 19.134225 20.409805 22.308225 1.68 0.92 0.91 -0.726
H 17.885285 23.011335 17.129485 -0.33 0.26 0.00 0.567
H 16.139535 21.399375 17.648535 -0.38 0.03 0.14 0.082
H 16.209505 20.012455 19.585235 0.36 -0.27 0.56 0.811
H 19.892335 22.076565 20.780355 0.21 -0.27 -0.10 0.634
H 19.676505 23.496765 18.721095 0.32 -0.23 -0.07 0.531
C 12.523585 14.327875 28.796615 0.44 0.82 1.13 -0.569
C 11.828315 14.088915 27.637155 -0.03 -0.53 0.27 -1.037
C 12.266265 14.681555 26.485345 1.14 1.31 -1.53 -0.609
C 13.341105 15.629705 26.489545 -1.05 -1.66 1.81 0.468
C 13.970475 15.919675 27.699835 -0.11 0.17 -0.34 -0.024
C 13.540245 15.262075 28.840715 0.22 -0.20 -0.12 -0.611
N 13.863245 16.194775 25.275295 -1.69 0.07 -1.66 1.257
O 13.062385 16.424605 24.346485 0.75 -0.37 1.10 -0.433
O 15.044105 16.387135 25.190365 0.91 0.22 0.18 -0.267
H 12.342705 13.900405 29.771785 -0.63 -0.53 -0.22 0.458
H 11.003895 13.391335 27.648055 -0.02 -0.06 -0.27 0.490
H 11.858295 14.381465 25.531455 -0.23 0.23 -0.13 0.460
H 14.749885 16.665195 27.755645 0.16 -0.03 -0.14 0.101
H 14.006155 15.388025 29.806875 0.28 0.40 -0.11 0.486
C 18.959415 13.512605 24.706145 -0.05 -1.37 0.60 -0.100
C 19.101805 12.115915 24.793705 -0.23 0.07 -0.27 -0.271
C 19.744095 11.471535 25.845695 -0.03 1.23 0.36 -0.744
C 20.159475 12.295845 26.901205 -0.78 0.93 -1.43 -0.480
C 19.895285 13.682025 26.902735 1.52 -1.17 0.29 0.143
C 19.361705 14.280655 25.789875 -0.71 0.27 -0.56 -0.959
N 20.801175 11.715335 28.042235 0.12 0.55 2.53 1.091
O 20.770025 10.525835 28.173565 -0.01 -1.75 -0.74 -0.622
O 21.238755 12.429185 28.940475 0.00 0.64 -0.93 -0.639
H 18.480355 13.932995 23.834265 -0.01 0.15 -0.02 0.550
H 18.645775 11.470905 24.057225 0.23 0.17 -0.43 0.176
H 19.899025 10.403145 25.815085 0.01 0.05 0.29 0.629
H 20.313455 14.241485 27.726465 -0.32 0.13 0.15 0.598
H 19.145985 15.338795 25.774745 0.27 0.19 0.08 0.584
C 18.390615 19.888475 13.878825 -2.23 0.70 0.27 -1.111
C 17.203425 19.634285 14.668405 2.28 0.81 -1.24 0.248
C 16.344235 20.672135 14.935755 -0.68 -0.05 0.01 0.270
C 16.551985 21.985955 14.449475 0.87 -2.36 0.53 -0.741
C 17.667195 22.214285 13.677665 0.53 0.15 -0.99 -0.535
C 18.546875 21.171165 13.310025 -0.35 -1.05 1.38 -0.780
N 15.653155 23.031175 14.878905 -0.18 0.47 0.00 1.192
O 14.755625 22.738855 15.637035 -0.43 -0.51 0.41 -0.618
O 15.842545 24.155255 14.483875 0.41 0.53 -0.47 -0.655
H 19.027805 19.041055 13.673225 0.33 0.17 -0.15 0.696
H 17.039305 18.636805 15.048565 -0.15 0.08 0.14 0.554
H 15.466645 20.383595 15.495205 -0.19 0.50 0.17 0.481
H 17.861435 23.197055 13.274115 -0.11 0.15 0.09 0.493
H 19.390885 21.344125 12.658765 -0.03 0.27 -0.02 0.469
C 13.744695 21.004885 21.777015 1.75 -2.55 0.78 -0.355
C 12.730895 21.878685 21.851475 -0.79 -1.07 -1.58 -0.663
C 12.939425 23.040385 22.453675 1.43 3.57 0.45 -0.837
C 14.234225 23.382185 22.982345 -0.50 -1.43 -0.74 -0.715
C 15.315945 22.474215 22.863525 -1.18 -0.41 0.57 -0.885
C 15.006895 21.214115 22.328535 -1.17 0.43 -0.75 1.046
N 14.484345 24.741775 23.474475 1.78 1.05 -0.70 1.029
O 13.834455 25.640775 22.909455 1.04 -1.23 1.75 -0.556
O 15.475805 24.893815 24.240215 -2.74 -0.03 -1.52 -0.590
H 13.514285 20.012725 21.417965 0.18 -0.17 -0.41 0.431
H 11.875645 21.647255 21.233905 -0.53 0.26 0.46 0.539
H 12.197455 23.775945 22.180145 0.02 0.66 1.05 0.449
H 16.310135 22.624075 23.257895 -0.15 0.56 0.01 0.830
H 15.627855 20.335955 22.230335 0.83 0.39 0.27 0.116
C 12.766515 23.518785 18.127765 0.47 0.56 0.65 -0.708
C 11.817235 24.529565 18.299565 1.20 0.35 0.34 -1.006
C 12.227745 25.644885 19.018725 -0.14 0.18 0.81 -0.387
C 13.493075 25.742545 19.601145 -2.22 1.47 -0.23 -0.432
C 14.409055 24.754275 19.461255 1.52 -0.52 -0.03 0.258
C 14.052245 23.654375 18.736675 -2.08 -1.37 -1.50 0.387
N 13.793035 27.023655 20.301535 -0.05 0.68 0.53 1.144
O 14.956865 27.264845 20.485065 1.19 -0.35 -0.09 -0.604
O 12.921865 27.804315 20.662425 -0.44 -1.14 -0.68 -0.638
H 12.545685 22.640725 17.539005 0.04 -0.03 0.00 0.502
H 10.812175 24.591685 17.909165 0.04 -0.60 -0.26 0.419
H 11.506075 26.425585 19.208675 0.16 0.25 -0.03 0.456
H 15.433315 24.795025 19.801305 -0.08 0.38 0.40 0.581
H 14.718185 22.823885 18.554465 0.28 0.22 0.22 -0.054
C 16.896055 16.141165 11.722105 1.12 -0.91 -0.18 -0.689
C 17.936095 15.399155 12.326815 -0.89 1.15 -0.48 -0.863
C 17.874865 15.100595 13.669595 -0.29 -0.70 0.91 -0.595
C 16.719305 15.443575 14.463715 1.15 1.10 -2.41 0.077
C 15.832985 16.314645 13.833665 -0.64 -0.85 1.81 0.266
C 15.938585 16.675115 12.507725 -1.43 -0.01 0.05 -0.641
N 16.454005 14.933255 15.804105 -0.52 -0.91 0.49 1.159
O 17.229535 14.089285 16.230715 -0.33 0.82 -0.27 -0.750
O 15.414445 15.261855 16.408835 1.39 0.12 -0.97 -0.208
H 16.773425 16.197635 10.650585 0.47 0.28 -0.12 0.452
H 18.779305 15.166605 11.693325 0.16 -0.48 0.33 0.434
H 18.717295 14.523425 14.021175 -0.18 -0.06 0.65 0.450
H 14.937085 16.557435 14.385765 -0.06 0.34 0.05 0.431
H 15.100085 17.176665 12.047545 0.01 0.31 0.10 0.484
C 15.830005 12.593595 27.212705 -1.06 -3.08 -0.71 -0.239
C 16.596175 13.598775 27.676275 0.25 0.85 0.06 0.078
C 17.181965 13.471495 28.914395 0.73 0.37 1.01 -0.179
C 16.952365 12.346605 29.678695 -0.43 -0.90 0.17 -0.325
C 16.234025 11.264085 29.165175 -0.47 -0.35 0.37 -0.491
C 15.683935 11.348045 27.901245 0.48 2.16 -0.34 -1.130
N 17.515765 12.262905 31.067065 -0.10 -1.18 1.88 0.945
O 18.422435 13.022215 31.300715 0.17 0.42 -0.23 -0.546
O 17.096155 11.461245 31.951755 0.08 1.36 -2.87 -0.604
H 15.362875 12.595575 26.238955 0.02 0.50 -0.17 0.172
H 16.739275 14.488315 27.080765 0.07 0.11 0.05 0.778
H 17.840445 14.244095 29.283015 -0.06 0.05 0.19 0.511
H 16.044715 10.390295 29.771025 0.28 -0.05 0.17 0.506
H 15.141335 10.568865 27.386595 -0.01 -0.23 0.40 0.507
C 15.288455 11.370605 17.978015 0.51 -2.35 0.00 -1.103
C 15.689045 12.616145 18.383605 -0.33 0.72 0.41 0.682
C 16.660795 12.753215 19.341505 1.14 0.74 0.19 0.601
C 17.423805 11.657765 19.778385 -0.21 1.72 0.17 -0.673
C 17.099645 10.452995 19.342985 -1.92 -3.92 -2.71 -0.352
C 15.992245 10.253825 18.446335 0.47 1.55 0.96 -0.833
N 18.643375 11.761975 20.596845 -0.77 2.38 -0.59 1.133
O 19.142505 12.887995 20.614455 0.10 -0.67 0.30 -0.150
O 19.050295 10.797755 21.171925 0.48 -0.76 0.45 -0.693
H 14.484135 11.135455 17.296715 -0.13 0.59 -0.20 0.455
H 15.259905 13.523495 17.984905 -0.22 -0.07 0.05 0.219
H 16.885005 13.767015 19.638725 0.30 -0.08 0.27 -0.083
H 17.682805 9.552765 19.469115 0.26 0.18 0.73 0.485
H 15.669105 9.268105 18.145765 0.31 -0.12 0.01 0.439
C 21.008695 13.185495 17.636185 0.65 -1.33 1.13 -0.306
C 20.145445 14.165995 17.296415 -0.74 2.14 -0.40 -0.424
C 20.564105 15.201235 16.441465 -0.20 -0.68 0.26 0.153
C 21.834695 15.118825 15.906325 0.52 -0.63 -0.05 -0.294
C 22.752225 14.136795 16.305995 -0.51 -0.93 -0.45 -0.841
C 22.296255 13.125795 17.157045 0.40 0.87 -0.63 -0.948
N 22.179565 16.020585 14.793245 -0.65 1.27 0.63 1.139
O 21.219905 16.482595 14.162125 1.28 -0.52 0.26 -0.536
O 23.346845 16.347275 14.654155 -0.58 -0.41 -0.35 -0.608
H 20.788015 12.447015 18.392725 -0.61 -0.16 -0.09 0.432
H 19.145995 14.220035 17.702105 -0.02 -0.09 0.11 0.457
H 19.925825 16.042885 16.216455 -0.13 -0.11 -0.19 0.834
H 23.714705 14.005925 15.833875 0.09 0.46 -0.04 0.522
H 22.878265 12.260285 17.437305 0.44 0.22 -0.07 0.480
C 16.364715 16.331625 22.146915 -0.99 0.43 -1.57 0.325
C 17.416035 15.918985 21.355135 -0.49 0.34 -0.14 -0.894
C 17.442105 16.273525 19.995475 2.93 -0.88 0.59 -0.097
C 16.571585 17.095835 19.420405 -2.84 1.26 0.73 0.660
C 15.450145 17.529635 20.190815 0.41 -0.64 -0.09 0.116
C 15.294295 17.061875 21.504925 1.48 -0.01 -0.20 -1.023
N 16.798575 17.548665 18.026975 0.22 -0.21 0.76 1.047
O 16.089375 18.423805 17.586295 -0.24 0.16 -0.05 -0.443
O 17.717465 17.035425 17.414995 -0.02 -0.02 -0.18 -0.206
H 16.394775 16.114385 23.204415 -0.42 0.06 0.04 0.489
H 18.231085 15.373215 21.807035 0.18 -0.07 -0.26 0.263
H 18.330215 16.107245 19.403875 0.18 -0.67 0.09 -0.358
H 14.758405 18.221115 19.732805 -0.34 -0.14 0.09 -0.267
H 14.411155 17.324915 22.068195 -0.05 0.21 0.12 0.537
```
Forces are in eV/Å.

Calculated values
HOMO-LUMO gap ... 8.119 eV
HOMO level ... -9.6 eV
2S+1 ... 1